# C11H15N2O

The ion C11H15N2O with charge +1 at a distorted geometry (ωB97M-V/def2-TZVPD, the OMol25 dataset).

Bonds (Å) are listed after each position.
Cartesian coordinates (Å):
1 C -1.940 -1.685 2.318  C2 1.419, C3 1.320, H15 1.008
2 C -2.203 -1.970 0.953  C1 1.419, C4 1.368, H16 1.184
3 C -1.270 -0.583 2.598  C1 1.320, C5 1.505, H17 1.062
4 C -2.037 -1.117 -0.103  C2 1.368, C6 1.537, H18 1.078
5 C -0.841 0.374 1.519  C3 1.505, C6 1.483, C7 1.599, H19 1.119
6 C -1.681 0.323 0.298  C4 1.537, C5 1.483, C11 1.357
7 C 0.715 0.163 1.216  C5 1.599, C8 1.596, N12 1.450, H20 1.124
8 C 1.112 0.916 -0.134  C7 1.596, N13 1.535, H21 1.190, H22 1.123
9 C 1.328 -1.377 -0.228  N12 1.213, N13 1.503, H23 1.054
10 C 2.316 -0.157 -2.180  N13 1.489, H24 1.167, H25 1.109, H26 1.067
11 C -2.041 1.353 -0.508  C6 1.357, O14 1.361, H27 1.114
12 N 1.004 -1.229 0.932  C7 1.450, C9 1.213
13 N 1.222 -0.211 -1.171  C8 1.535, C9 1.503, C10 1.489, H28 1.031
14 O -1.932 2.692 -0.287  C11 1.361, H29 0.936
15 H -2.202 -2.393 2.986  C1 1.008
16 H -2.460 -3.097 0.700  C2 1.184
17 H -0.974 -0.211 3.548  C3 1.062
18 H -2.373 -1.456 -1.069  C4 1.078
19 H -0.826 1.420 1.915  C5 1.119
20 H 1.313 0.379 2.143  C7 1.124
21 H 0.323 1.761 -0.414  C8 1.190
22 H 2.107 1.402 0.055  C8 1.123
23 H 1.568 -2.269 -0.734  C9 1.054
24 H 3.226 0.442 -1.762  C10 1.167
25 H 2.687 -1.174 -2.419  C10 1.109
26 H 1.823 0.327 -2.994  C10 1.067
27 H -2.539 1.010 -1.444  C11 1.114
28 H 0.305 -0.311 -1.632  N13 1.031
29 H -2.669 3.261 -0.371  O14 0.936

As for the molar mass: 191.3 g/mol. The value obtained for the energy above the lowest of the compared OMol25 structures with the same formula, charge and spin is 269.9 kJ/mol. The HOMO energy comes out at -11.23 eV. Its total charge is +1.